No. 1
This record from OMol25 describes a cluster of 14 separate species, C44H104N12O16 in total at a distorted geometry. The level of theory is the ωB97M-V functional and the def2-TZVPD basis.

```
! wB97M-V def2-TZVPD RIJCOSX def2/J DEFGRID3
* xyz 0 1
C -21.19465 16.04704 -10.30804
O -20.17923 16.63872 -9.42154
C -19.30441 17.48275 -10.15508
C -18.71274 18.54456 -9.20706
O -17.81763 17.90259 -8.27617
C -17.70768 18.66937 -7.04007
H -20.71462 15.57502 -11.23490
H -21.82257 16.78593 -10.74550
H -21.77106 15.31582 -9.79816
H -19.82945 17.97998 -10.97510
H -18.48979 16.86051 -10.60300
H -19.48562 18.95141 -8.60141
H -18.19744 19.37205 -9.65005
H -17.30886 19.67351 -7.25938
H -16.93800 18.17192 -6.39728
H -18.71331 18.75785 -6.63190
C -20.51356 19.48256 -15.32947
O -20.87955 19.23205 -13.96221
C -20.53563 20.30246 -13.00705
C -19.06169 20.77585 -12.97238
O -18.19747 19.76924 -12.61445
C -16.79467 20.20039 -12.70353
H -20.59863 18.51146 -15.79758
H -19.45485 19.84835 -15.40492
H -21.13683 20.15112 -15.89828
H -20.83777 19.97354 -12.06342
H -21.15174 21.13459 -13.22064
H -18.99483 21.58088 -12.24953
H -18.78901 21.09632 -13.96833
H -16.12525 19.33647 -12.88408
H -16.61071 20.79024 -11.76606
H -16.77130 20.90231 -13.53027
C -19.89525 9.51077 -8.42777
C -21.11989 9.88701 -9.16827
O -22.01985 10.52548 -8.65938
N -21.05313 9.54548 -10.48013
C -22.04217 9.96032 -11.42376
H -19.19301 10.34910 -8.54296
H -19.56815 8.55245 -8.80485
H -20.09508 9.38931 -7.36996
H -20.22995 9.16278 -10.84214
H -22.22418 9.22262 -12.21919
H -21.89976 10.95140 -11.82143
H -23.04937 9.94940 -10.96528
C -21.07633 11.82795 -5.07108
C -21.82402 13.01132 -5.63877
O -21.94721 14.10855 -5.07682
N -22.38898 12.73784 -6.81322
C -23.19781 13.75325 -7.39471
H -20.95074 11.00127 -5.79783
H -21.47989 11.49783 -4.07187
H -20.08788 12.12612 -4.81807
H -22.20057 11.79001 -7.24618
H -22.72067 14.15597 -8.23590
H -23.24474 14.51972 -6.65605
H -24.13582 13.36253 -7.74358
C -17.50770 21.96194 -5.16625
C -16.13515 21.39715 -5.52085
O -15.72995 21.53043 -6.65106
N -15.54344 20.67721 -4.60202
C -14.23714 20.09347 -4.86680
H -17.84571 22.35567 -6.11738
H -17.42150 22.80696 -4.45899
H -18.12715 21.14863 -4.83419
H -15.95162 20.73198 -3.66284
H -13.43036 20.86499 -4.82773
H -14.19206 19.84115 -5.92510
H -13.99240 19.22150 -4.26085
C -21.71878 16.88638 -6.47311
C -21.58769 18.07241 -5.58533
O -21.13571 19.16385 -5.96307
N -22.04196 17.89368 -4.36220
C -22.12552 19.05169 -3.43033
H -21.11381 15.96400 -6.22039
H -21.53454 17.13083 -7.56188
H -22.75300 16.56939 -6.40262
H -22.10306 16.99090 -3.92789
H -22.49623 18.76250 -2.47713
H -22.84400 19.69607 -3.86570
H -21.16365 19.59535 -3.27300
C -22.52847 23.73772 -10.16642
C -22.86271 22.19304 -10.02730
O -22.86660 21.42026 -10.95904
N -23.11145 21.81495 -8.75159
C -23.37697 20.40457 -8.35142
H -23.31576 24.36204 -10.49946
H -21.83753 23.78809 -11.03083
H -22.04963 24.09609 -9.22197
H -22.73709 22.36697 -7.96617
H -22.69626 20.11680 -7.57861
H -23.33751 19.76738 -9.17906
H -24.44679 20.39541 -8.05762
C -19.83402 14.16064 -2.21424
C -19.69014 15.67448 -2.40033
O -20.47969 16.44533 -1.89833
N -18.54520 16.02295 -3.04869
C -18.26213 17.44890 -3.50818
H -19.29167 13.67407 -2.99066
H -20.91954 13.96585 -2.19893
H -19.41403 13.91424 -1.22620
H -18.00554 15.23921 -3.36864
H -17.20600 17.59906 -3.45671
H -18.72080 18.14000 -2.80093
H -18.80853 17.67139 -4.46267
C -18.88831 13.93016 -6.36620
C -17.58263 14.33683 -5.77468
O -17.26595 13.92700 -4.66194
N -16.85151 15.17123 -6.46976
C -15.58207 15.56412 -5.90773
H -19.18461 14.48347 -7.25980
H -19.70050 13.97541 -5.61657
H -18.83150 12.88173 -6.64219
H -17.24545 15.59816 -7.29420
H -15.19797 14.75207 -5.36424
H -15.61411 16.40212 -5.24096
H -14.89427 15.67239 -6.75007
C -25.74178 18.57881 -11.25122
C -25.35422 19.02879 -12.58100
O -25.84852 18.42072 -13.54733
N -24.65164 20.10721 -12.75882
C -24.10993 20.39901 -14.08375
H -26.80645 18.36799 -11.33185
H -25.52072 19.35893 -10.48356
H -25.14766 17.65061 -11.04131
H -23.95835 20.40896 -11.99485
H -23.68515 19.50314 -14.46703
H -23.36993 21.23268 -14.08244
H -24.95413 20.60751 -14.73275
C -22.80541 16.79907 -13.35437
C -22.88339 16.25255 -14.79404
O -22.01112 15.49836 -15.21718
N -23.93850 16.70128 -15.51846
C -24.08806 16.52748 -16.96723
H -22.11904 17.60416 -13.34318
H -22.50283 15.94574 -12.79421
H -23.81867 17.12397 -13.00753
H -24.52417 17.49344 -15.19156
H -23.42164 15.71531 -17.25724
H -23.97074 17.43281 -17.54991
H -25.03998 16.18520 -17.31446
C -17.58465 17.22106 -15.03313
C -16.16334 17.10281 -14.58466
O -15.30348 17.87492 -14.95903
N -15.91447 16.13773 -13.60496
C -14.53255 16.00139 -13.17092
H -17.75035 17.48257 -16.10097
H -18.18919 17.86782 -14.38905
H -18.07654 16.28557 -14.90767
H -16.67979 15.55978 -13.39695
H -14.46888 15.53197 -12.19908
H -14.08561 16.98892 -13.14861
H -13.95051 15.37772 -13.88514
C -19.58418 14.20820 -13.43922
C -18.86053 13.82395 -12.14377
O -17.75997 14.29076 -11.88035
N -19.58552 13.16316 -11.19214
C -19.18436 13.17801 -9.83722
H -18.93236 14.15985 -14.32495
H -19.90473 15.20732 -13.19974
H -20.51839 13.68492 -13.61653
H -20.43935 12.77261 -11.42737
H -18.38359 12.50852 -9.64880
H -20.01866 12.92732 -9.22096
H -18.80029 14.18028 -9.61316
C -24.80278 13.42877 -14.61480
C -24.13340 13.46497 -13.26823
O -23.26328 12.65290 -12.91917
N -24.60417 14.38469 -12.40580
C -24.01231 14.42930 -11.13845
H -24.13738 13.86896 -15.40465
H -25.79650 13.94323 -14.56407
H -24.99923 12.37706 -14.91231
H -25.01100 15.25037 -12.81359
H -24.06947 13.43132 -10.66746
H -24.61009 15.05676 -10.46905
H -22.91801 14.69164 -11.22680
*
```

Summary:
* orbital gap: 9.32 eV
* highest occupied orbital energy: -8.939 eV
* lowest unoccupied orbital energy: 0.4 eV
* ΔE to the lowest compared entry with this formula, charge and spin: 117.5 kJ/mol

These are the Mulliken partial charges, in e, on atoms 1 to 4: number 1, C, carries -0.56; number 2, O, carries 0.90; number 3, C, carries -0.34; number 4, C, carries -1.38



No. 2
This record from OMol25 describes a structure of composition C37H35As2N5O5Sn at a distorted geometry. The level of theory is the ωB97M-V functional and the def2-TZVPD basis.

```
! wB97M-V def2-TZVPD RIJCOSX def2/J DEFGRID3
* xyz 2 1
Sn 0.03146 -0.17384 0.42179
C 2.42523 -1.02105 3.98993
O 3.34282 -1.64716 3.09453
C 3.83509 -1.06726 1.96974
C 5.10995 -1.45117 1.58652
C 5.69702 -0.95950 0.42151
C 5.00559 -0.12178 -0.40464
C 3.67549 0.20622 -0.08617
C 2.91293 1.01605 -0.97200
N 1.63203 1.17615 -0.87825
N 1.11954 1.99029 -1.88906
C -0.15862 1.85482 -1.95141
O -0.76713 0.88442 -1.30755
C -0.94502 2.76408 -2.80592
C -0.44806 3.18193 -4.03638
C -1.21161 4.02076 -4.83235
C -2.45411 4.45737 -4.39321
C -2.94893 4.04484 -3.16406
C -2.20368 3.18093 -2.37695
C 3.08839 -0.22949 1.11069
O 1.84297 0.16262 1.42453
H 1.76326 -1.80972 4.34529
H 1.85662 -0.22898 3.51546
H 2.99231 -0.62398 4.83345
H 5.64994 -2.12749 2.23470
H 6.71175 -1.24190 0.17888
H 5.45853 0.26343 -1.30858
H 3.42855 1.53697 -1.77549
H 0.51979 2.83282 -4.36643
H -0.83767 4.33531 -5.79608
H -3.03978 5.12294 -5.01191
H -3.91030 4.40071 -2.82027
H -2.57983 2.85141 -1.41538
O -1.44048 4.38778 5.85281
N -1.80107 3.26161 6.10876
O -2.29629 2.90245 7.14461
C -1.62205 2.22156 5.05403
C -2.05755 0.98988 5.38145
C -1.95137 -0.09474 4.45123
C -2.37371 -1.40731 4.72996
C -2.25153 -2.37535 3.76217
C -1.69796 -2.02840 2.52641
N -1.29103 -0.79877 2.25683
C -1.41176 0.15587 3.19541
C -0.96444 1.47465 2.84779
N -0.47931 1.61955 1.59616
C -0.04579 2.80580 1.19293
C -0.05137 3.90666 2.04693
C -0.53072 3.77473 3.32471
C -1.03754 2.52931 3.76113
H -2.49731 0.82729 6.35651
H -2.78784 -1.64156 5.70196
H -2.57112 -3.39144 3.93922
H -1.58132 -2.76348 1.73951
H 0.31316 2.88668 0.17677
H 0.33368 4.85272 1.69742
H -0.52549 4.61694 3.99588
C -2.82647 -2.89930 -0.77057
As -1.97172 -1.20859 -1.19968
C -3.47274 -0.13241 -1.73571
C -0.98965 -1.62581 -2.78970
C -1.50695 -1.25632 -4.02605
C -0.85962 -1.63964 -5.19085
C 0.31286 -2.37736 -5.11903
C 0.83992 -2.72311 -3.88425
C 0.20556 -2.34275 -2.70613
As 1.04553 -2.77064 -0.99020
C 0.98171 -4.71287 -1.01104
C 2.90589 -2.51968 -1.48853
H -3.29291 -3.28842 -1.67510
H -3.58859 -2.74243 -0.00786
H -2.09170 -3.62025 -0.41067
H -4.16060 -0.72932 -2.33362
H -3.11581 0.72560 -2.29607
H -3.98430 0.21494 -0.83843
H -2.42595 -0.68986 -4.09502
H -1.27452 -1.36773 -6.15119
H 0.82393 -2.67436 -6.02418
H 1.76893 -3.27867 -3.84800
H 1.24408 -5.05840 -2.00927
H -0.01231 -5.07104 -0.75026
H 1.69734 -5.09538 -0.28488
H 3.25192 -3.35127 -2.10148
H 3.51783 -2.46429 -0.59162
H 3.00406 -1.59372 -2.04615
*
```

Summary:
* orbital gap: 5.94 eV
* highest occupied orbital energy: -13.047 eV
* lowest unoccupied orbital energy: -7.1 eV

These are the Mulliken partial charges, in e, on atoms 1 to 4: number 1, Sn, carries 1.60; number 2, C, carries -0.40; number 3, O, carries -0.49; number 4, C, carries 0.55



No. 3
This record from OMol25 describes a cluster of 2 separate species, C3H6O2 in total at a distorted geometry. The level of theory is the ωB97M-V functional and the def2-TZVPD basis.

```
! wB97M-V def2-TZVPD RIJCOSX def2/J DEFGRID3
* xyz 0 1
O 2.43274 1.40640 0.09501
C 2.45993 0.69139 1.10562
H 2.96248 1.08482 2.04611
H 1.94975 -0.22075 1.37719
C -1.52342 -1.31610 -1.03893
C -1.29087 -0.31316 -0.21863
O -1.79065 0.94839 -0.00816
H -0.72954 -1.97453 -1.37857
H -2.48113 -1.45971 -1.50064
H -0.31803 -0.34158 0.34215
H -1.67125 1.49482 -0.82115
*
```

Summary:
* structure (SMILES): C=CO.C=O
* orbital gap: 10.02 eV
* highest occupied orbital energy: -9.534 eV
* lowest unoccupied orbital energy: 0.5 eV
* ΔE to the lowest compared entry with this formula, charge and spin: 321.3 kJ/mol

These are the Mulliken partial charges, in e, on atoms 1 to 4: number 1, O, carries -0.41; number 2, C, carries -0.03; number 3, H, carries 0.20; number 4, H, carries 0.22